1.
The following is a quantum chemistry calculation of C22H37N4Ta as an isolated structure, from the OMol25 dataset.

## Properties
HOMO-LUMO gap = 7.600 eV
2S+1 = 1
HOMO level = -7.49 eV
E_tot = -30922.043 eV
F_max = 4.1 eV Å⁻¹

Atoms and positions in Å:
Ta (-0.105, 0.534, -0.424)
N (-1.461, 1.991, 0.024)
N (1.648, 1.311, 0.157)
N (-0.955, -1.281, -1.158)
N (1.146, -0.788, -1.661)
H (-0.567, 3.777, -0.722)
C (-1.073, 3.390, 0.168)
H (-0.378, 3.519, 1.005)
H (-1.965, 4.004, 0.346)
H (-3.460, 2.677, 0.056)
C (-2.875, 1.777, 0.325)
H (-3.021, 1.560, 1.398)
H (-3.279, 0.918, -0.233)
C (2.330, 2.299, -0.656)
H (3.360, 1.968, -0.874)
H (1.810, 2.476, -1.609)
H (2.380, 3.253, -0.102)
H (3.329, 0.528, 1.152)
C (2.374, 1.031, 1.381)
H (2.601, 1.977, 1.900)
H (1.791, 0.400, 2.057)
C (-2.259, -1.932, -1.302)
H (-2.994, -1.243, -1.778)
C (-2.767, -2.236, 0.101)
H (-2.332, -1.561, 0.847)
H (-3.857, -2.148, 0.125)
H (-2.482, -3.259, 0.368)
C (-2.157, -3.184, -2.184)
H (-3.130, -3.699, -2.200)
H (-1.891, -2.926, -3.219)
H (-1.398, -3.865, -1.768)
H (3.388, -1.298, -4.195)
C (2.356, -1.265, -3.834)
H (1.972, -2.284, -3.764)
H (1.766, -0.689, -4.548)
C (2.352, -0.578, -2.485)
H (2.452, 0.513, -2.657)
C (3.489, -0.993, -1.539)
H (3.085, -1.301, -0.558)
H (4.024, -1.844, -1.975)
H (4.186, -0.160, -1.376)
H (0.097, -2.333, -2.704)
C (0.165, -1.668, -1.824)
C (-0.615, 1.362, -2.426)
H (-1.701, 1.391, -2.193)
H (-0.199, 2.370, -2.296)
C (-0.354, 0.767, -3.744)
H (0.221, 1.416, -4.416)
C (-0.834, -0.424, -4.163)
H (-1.791, -0.818, -3.799)
H (-0.216, -1.128, -4.741)
C (-0.456, -0.246, 1.499)
C (-0.381, -0.378, 2.741)
C (-0.278, -0.359, 4.149)
C (-1.296, 0.281, 4.898)
C (-1.125, 0.510, 6.255)
C (0.012, 0.052, 6.926)
C (0.977, -0.666, 6.210)
C (0.848, -0.878, 4.842)
H (-2.208, 0.598, 4.380)
H (-1.895, 1.055, 6.800)
H (0.144, 0.237, 7.994)
H (1.843, -1.063, 6.736)
H (1.604, -1.446, 4.287)

Cartesian forces, eV/Å:
0.839 1.359 0.005
0.238 0.173 0.617
-1.070 0.329 0.115
0.890 -0.892 -0.701
-1.071 -0.535 -0.206
-0.059 0.014 -0.100
0.080 -0.229 0.233
-0.055 0.127 0.083
0.284 0.024 -0.022
0.097 -0.483 0.067
0.245 -0.119 -0.201
-0.023 0.079 -0.194
0.049 0.134 0.069
0.151 0.118 -0.004
-0.164 0.190 -0.052
0.203 -0.027 0.287
0.100 -0.123 -0.238
-0.088 0.120 0.123
0.383 -0.065 0.075
0.016 -0.159 -0.060
0.242 0.202 -0.265
0.370 -0.025 0.014
0.655 -0.041 0.077
-0.338 -0.363 0.101
-0.213 -0.132 -0.270
0.031 -0.170 0.152
-0.075 0.114 0.153
-0.328 0.079 0.129
0.323 0.114 0.019
-0.078 -0.168 0.315
-0.273 0.095 -0.156
-0.120 -0.109 -0.046
0.263 0.160 -0.016
0.113 -0.040 -0.111
0.070 -0.237 0.025
-0.395 -0.077 1.411
-0.346 -0.509 0.075
0.603 -0.175 0.004
0.262 0.201 -0.531
0.164 0.116 0.212
0.047 -0.345 -0.053
0.330 -0.292 0.937
-0.853 2.276 -1.557
-1.657 -0.169 -0.987
0.412 0.187 -0.402
-0.316 0.149 -0.261
-0.241 0.212 0.038
1.019 -0.907 0.292
-0.069 -0.087 -0.114
0.694 -0.074 0.520
-0.829 0.814 -0.826
-0.119 -1.094 3.971
-0.368 0.067 -3.370
0.097 0.036 1.501
0.374 -0.126 -0.337
-0.041 -0.079 0.242
0.047 -0.108 -0.373
-0.136 0.061 0.188
-0.459 0.199 -0.463
0.449 0.016 0.215
0.140 -0.153 -0.073
-0.071 -0.062 -0.381
-0.129 0.071 -0.132
-0.295 0.340 0.235

***

2.
The following is a quantum chemistry calculation of an isolated molecule of C5H8N2, from the OMol25 dataset.

## Properties
HOMO-LUMO gap = 8.650 eV
energy above the lowest of the compared OMol25 structures with the same formula, charge and spin = 319.5 kJ/mol
2S+1 = 1
HOMO level = -8.36 eV
E_tot = -8291.685 eV
F_max = 0.7 eV Å⁻¹

Atoms and positions in Å:
C (-1.036, -1.777, 0.079)
N (0.130, -1.908, 0.932)
C (1.189, -1.232, 0.730)
C (1.492, -0.193, -0.294)
C (0.763, 0.917, -0.477)
C (-0.417, 1.185, 0.371)
N (-1.148, 2.158, -0.136)
H (-0.837, -1.338, -0.909)
H (-1.451, -2.781, -0.052)
H (-1.797, -1.158, 0.569)
H (2.038, -1.453, 1.389)
H (2.415, -0.333, -0.863)
H (1.087, 1.646, -1.235)
H (-1.968, 2.461, 0.375)
H (-0.961, 2.672, -1.005)

Cartesian forces, eV/Å:
-0.072 -0.067 -0.136
0.518 0.375 -0.169
-0.283 -0.236 0.078
-0.165 0.108 0.027
0.063 -0.155 0.123
0.004 0.477 -0.503
-0.015 -0.095 0.232
0.012 -0.051 0.156
0.002 0.148 -0.019
0.235 -0.137 0.016
-0.164 0.012 -0.065
-0.251 -0.030 0.081
-0.079 -0.112 0.128
0.125 -0.021 -0.165
0.070 -0.215 0.215

***

3.
The following is a quantum chemistry calculation of a 2-piece molecular cluster, C37H62N6O6 overall, from the OMol25 dataset.

## Properties
HOMO-LUMO gap = 7.561 eV
energy above the lowest of the compared OMol25 structures with the same formula, charge and spin = 0.0 kJ/mol
2S+1 = 1
HOMO level = -8.11 eV
E_tot = -60595.635 eV
F_max = 2.6 eV Å⁻¹
SMILES string = CCCCCCCc1c(CC(=O)N(C)C)c(OC#N)c2nc(OCCNC[C@@H](C)O)c(OCCCC)nc2c1CC=O.CCN(CC)CC

Atoms and positions in Å:
C (-1.984, 0.832, 7.771)
C (-0.788, -0.101, 8.154)
C (-0.158, -0.846, 6.951)
C (0.434, 0.118, 5.855)
C (1.269, -0.764, 4.880)
C (1.903, 0.005, 3.664)
C (1.245, -0.506, 2.328)
C (0.906, 0.570, 1.289)
C (0.045, 1.704, 1.582)
C (-0.588, 1.947, 2.960)
C (-1.860, 1.057, 3.140)
O (-2.646, 1.408, 3.992)
N (-2.079, -0.096, 2.285)
C (-2.813, -1.075, 3.133)
C (-2.924, 0.388, 1.142)
C (-0.258, 2.613, 0.586)
O (-1.147, 3.691, 0.886)
C (-0.384, 4.748, 1.148)
N (0.369, 5.508, 1.608)
C (0.239, 2.522, -0.764)
N (-0.185, 3.477, -1.656)
C (0.316, 3.224, -2.838)
O (-0.072, 4.082, -3.862)
C (-1.353, 3.581, -4.321)
C (-2.563, 4.233, -3.580)
N (-3.151, 3.391, -2.523)
C (-4.607, 3.246, -2.606)
C (-5.059, 2.688, -1.230)
C (-4.892, 3.728, -0.085)
O (-6.422, 2.258, -1.255)
C (1.229, 2.138, -3.188)
O (1.678, 1.969, -4.459)
C (2.466, 3.070, -4.954)
C (3.544, 3.634, -3.981)
C (3.246, 5.150, -3.666)
C (4.247, 6.103, -4.431)
N (1.616, 1.250, -2.303)
C (1.096, 1.437, -1.045)
C (1.427, 0.475, -0.011)
C (2.363, -0.676, -0.422)
C (1.600, -2.020, -0.592)
O (0.602, -2.043, -1.269)
H (-1.854, 1.323, 6.791)
H (-2.946, 0.286, 7.778)
H (-2.044, 1.629, 8.541)
H (-0.028, 0.468, 8.726)
H (-1.215, -0.881, 8.822)
H (0.635, -1.562, 7.241)
H (-0.961, -1.414, 6.433)
H (1.093, 0.888, 6.307)
H (-0.453, 0.573, 5.372)
H (0.643, -1.627, 4.585)
H (2.104, -1.185, 5.481)
H (2.965, -0.316, 3.628)
H (1.914, 1.100, 3.780)
H (0.294, -1.032, 2.557)
H (1.915, -1.283, 1.921)
H (-0.963, 2.981, 3.071)
H (0.104, 1.787, 3.799)
H (-3.896, -0.852, 3.185)
H (-2.658, -2.083, 2.698)
H (-2.357, -1.086, 4.136)
H (-3.102, 1.475, 1.305)
H (-2.350, 0.311, 0.202)
H (-3.912, -0.099, 1.115)
H (-1.438, 2.483, -4.151)
H (-1.473, 3.718, -5.411)
H (-3.373, 4.562, -4.257)
H (-2.156, 5.145, -3.085)
H (-2.678, 2.502, -2.417)
H (-4.828, 2.445, -3.348)
H (-5.126, 4.194, -2.817)
H (-4.445, 1.803, -0.934)
H (-5.467, 3.420, 0.816)
H (-3.842, 3.818, 0.258)
H (-5.290, 4.724, -0.371)
H (-6.663, 1.970, -0.366)
H (2.997, 2.685, -5.849)
H (1.802, 3.865, -5.349)
H (4.505, 3.644, -4.533)
H (3.720, 3.029, -3.076)
H (2.241, 5.459, -4.012)
H (3.301, 5.388, -2.589)
H (3.683, 6.949, -4.873)
H (5.061, 6.448, -3.771)
H (4.716, 5.589, -5.295)
H (2.989, -0.415, -1.290)
H (3.067, -0.821, 0.429)
H (1.990, -2.913, -0.040)
C (2.342, -9.217, -3.498)
C (1.585, -7.900, -3.396)
N (1.084, -7.615, -2.063)
C (0.148, -6.500, -2.027)
C (0.672, -5.110, -2.399)
C (2.070, -7.634, -0.995)
C (3.263, -6.677, -1.103)
H (1.726, -10.052, -3.157)
H (2.616, -9.404, -4.538)
H (3.266, -9.206, -2.917)
H (0.733, -7.962, -4.079)
H (2.230, -7.094, -3.774)
H (-0.310, -6.450, -1.034)
H (-0.680, -6.739, -2.704)
H (1.270, -4.676, -1.599)
H (-0.168, -4.432, -2.562)
H (1.264, -5.118, -3.315)
H (2.460, -8.652, -0.909)
H (1.565, -7.461, -0.039)
H (3.684, -6.646, -2.109)
H (4.058, -7.003, -0.428)
H (2.995, -5.663, -0.809)

Cartesian forces, eV/Å:
0.408 0.109 0.426
-0.564 -0.534 -0.123
0.003 0.951 -0.545
-0.185 -1.270 0.399
0.391 0.957 0.627
0.050 -1.538 -0.134
-0.509 0.587 0.267
0.439 0.365 -1.187
0.132 0.305 0.267
-0.603 -0.581 -0.983
0.227 1.042 0.473
0.356 -0.589 -0.217
-0.705 0.618 1.188
0.248 -0.719 -0.500
0.723 0.983 0.008
0.480 -1.076 -0.401
1.237 0.988 -0.323
0.287 -0.364 1.183
-1.094 -0.525 -0.986
-0.757 0.116 1.926
1.676 -1.778 -0.965
-0.150 1.444 -0.521
-0.478 -1.451 0.226
-1.498 -0.131 -0.306
0.635 0.393 0.783
-0.225 0.913 -0.310
0.273 -2.000 0.831
0.004 0.438 1.376
0.070 0.048 0.256
0.045 0.094 -0.588
0.137 -0.592 0.545
-0.092 0.506 0.654
0.837 0.138 -1.045
-0.190 1.143 -0.402
0.646 0.476 -0.355
-0.416 -0.362 -0.134
-0.851 1.302 -0.162
-0.024 -0.530 0.489
-0.135 -0.008 -0.215
0.409 -0.246 1.554
-0.244 1.463 -0.656
0.405 -0.553 0.501
-0.094 -0.211 0.422
0.525 0.245 -0.139
-0.170 -0.374 -0.491
-0.280 -0.328 -0.376
0.475 0.499 -0.092
-0.461 0.320 0.147
0.401 0.051 0.360
-0.490 -0.236 -0.231
0.738 0.054 0.088
0.345 0.407 -0.223
-0.519 0.157 -0.256
-0.493 0.454 -0.066
-0.169 -0.483 -0.015
0.457 0.408 -0.072
-0.445 0.498 0.017
0.304 -0.556 -0.142
-0.385 -0.190 -0.437
0.548 -0.114 0.224
-0.248 0.524 0.127
-0.382 0.022 -0.378
-0.171 -0.589 -0.343
-0.506 -0.300 0.266
0.560 -0.030 -0.088
0.359 0.531 -0.166
0.555 0.260 0.491
0.543 -0.281 -0.036
-0.244 -0.355 -0.493
-0.211 0.065 -0.127
-0.521 0.763 0.054
0.348 -0.376 -0.017
-0.026 0.462 -0.562
0.236 -0.023 -0.564
-0.494 0.107 -0.468
0.325 -0.522 0.036
0.105 0.127 -0.212
-0.483 -0.204 0.573
0.284 -0.349 0.562
-0.485 -0.286 0.375
-0.412 0.114 -0.400
0.319 -0.555 0.351
-0.065 -0.263 -0.413
0.527 -0.184 0.502
-0.389 0.035 -0.356
-0.251 0.172 0.492
-0.624 -0.251 0.123
-0.200 0.079 -0.616
-0.140 0.249 -0.332
0.052 -0.010 0.035
0.171 -0.080 -0.028
-0.275 0.020 0.184
-0.177 0.035 -0.158
-0.124 0.071 0.053
0.221 -0.237 0.053
0.091 0.070 0.168
0.013 0.049 0.057
-0.014 0.031 0.021
-0.024 -0.025 -0.004
-0.084 0.159 0.130
0.027 0.007 -0.098
0.141 -0.086 0.046
0.100 -0.104 -0.055
0.047 -0.017 -0.064
0.041 -0.005 0.031
0.020 -0.044 0.017
-0.028 0.013 -0.122
-0.158 0.078 -0.148
-0.042 -0.010 -0.003
-0.018 -0.017 -0.016
0.019 0.024 -0.119